This record from the OMol25 dataset describes a single C24H26N2O4S molecule in a non-equilibrium geometry. The level of theory is ωB97M-V/def2-TZVPD.

Its lowest unoccupied orbital energy is 0.5515 eV. As for the SMILES: COC(=O)CN[C@@H](c1ccccc1)c1cc(C)ccc1NS(=O)(=O)c1ccc(C)cc1. The calculation puts the relative energy (zero: lowest compared OMol25 entry of this formula, charge and spin) at 17.5 kcal/mol.

Structure (XYZ):
```
57
C24H26N2O4S | the OMol25 dataset | ωB97M-V/def2-TZVPD
C 0.1551 2.6397 -3.2709
O 0.8879 1.4298 -3.1494
C 0.1936 0.3549 -2.7475
O -0.9839 0.3979 -2.4974
C 1.0792 -0.8784 -2.6838
N 2.2634 -0.7245 -1.8637
C 2.0497 -0.9001 -0.4350
C 3.3854 -0.8672 0.2829
C 4.5476 -1.2155 -0.3941
C 5.7701 -1.2041 0.2535
C 5.8481 -0.8496 1.5893
C 4.6930 -0.5138 2.2737
C 3.4701 -0.5223 1.6259
C 1.0872 0.1011 0.1761
C 1.2456 1.4573 -0.0806
C 0.4008 2.4164 0.4564
C 0.6160 3.8775 0.1961
C -0.6361 1.9954 1.2801
C -0.7936 0.6567 1.5759
C 0.0663 -0.2979 1.0408
N -0.0579 -1.6532 1.4262
S -1.0281 -2.7039 0.5352
O -1.0616 -3.9108 1.3067
O -0.5304 -2.7585 -0.8056
C -2.6326 -1.9245 0.5751
C -2.9380 -0.9261 -0.3273
C -4.1592 -0.2817 -0.2203
C -5.0659 -0.6278 0.7762
C -6.3942 0.0569 0.8726
C -4.7311 -1.6406 1.6714
C -3.5124 -2.2875 1.5764
H -0.5353 2.5763 -4.1145
H 0.8858 3.4269 -3.4394
H -0.4163 2.8256 -2.3598
H 0.4895 -1.7168 -2.3083
H 1.4067 -1.0935 -3.7080
H 2.7118 0.1656 -2.0587
H 1.6206 -1.9013 -0.3074
H 4.4806 -1.5017 -1.4318
H 6.6655 -1.4761 -0.2864
H 6.8022 -0.8398 2.0957
H 4.7430 -0.2429 3.3185
H 2.5747 -0.2619 2.1706
H 2.0707 1.7767 -0.7033
H -0.3150 4.3600 -0.0973
H 1.3566 4.0322 -0.5842
H 0.9695 4.3668 1.1037
H -1.3121 2.7225 1.7060
H -1.5832 0.3401 2.2442
H -0.3329 -1.7607 2.3923
H -2.2338 -0.6638 -1.1004
H -4.4067 0.5009 -0.9216
H -7.1456 -0.5207 0.3339
H -6.3531 1.0497 0.4321
H -6.7157 0.1392 1.9083
H -5.4297 -1.9205 2.4464
H -3.2320 -3.0786 2.2544
```


This record from the OMol25 dataset describes a molecular structure, C24H26N3O4PPdSSe. The level of theory is ωB97M-V/def2-TZVPD.

Its lowest unoccupied orbital energy is 4.4153 eV. Its charge is -2.

Structure (XYZ):
```
61
C24H26N3O4PPdSSe | the OMol25 dataset | ωB97M-V/def2-TZVPD
Pd 0.1018 -1.5926 1.6352
O -2.3272 -3.0762 1.3712
S -1.8834 -3.5713 0.0743
O -2.6193 -4.7415 -0.3927
O -0.4294 -3.7132 -0.0666
C -2.3473 -2.2876 -1.1369
C -3.1220 -2.7451 -2.1997
C -3.5295 -1.9061 -3.2220
C -3.1514 -0.5733 -3.1814
C -2.3853 -0.1124 -2.1231
C -1.9662 -0.9424 -1.0717
P -0.9597 -0.2461 0.3632
C -0.1559 1.1105 -0.5910
C -0.1387 2.4409 -0.1633
C 0.5494 3.4154 -0.8748
C 1.2409 3.0884 -2.0340
C 1.2562 1.7620 -2.4555
C 0.5845 0.7901 -1.7349
C -2.3029 0.7059 1.2195
C -3.2110 1.5781 0.6163
C -4.1621 2.2451 1.3759
C -4.2217 2.0562 2.7509
C -3.3268 1.1934 3.3652
C -2.3801 0.5224 2.6000
H -3.3937 -3.7917 -2.1975
H -4.1302 -2.2914 -4.0380
H -3.4476 0.1130 -3.9684
H -2.0926 0.9279 -2.1293
H -0.6750 2.7147 0.7374
H 0.5400 4.4419 -0.5238
H 1.7696 3.8510 -2.5943
H 1.8083 1.4840 -3.3472
H 0.6188 -0.2439 -2.0599
H -3.1785 1.7449 -0.4516
H -4.8621 2.9173 0.8899
H -4.9663 2.5836 3.3380
H -3.3400 1.0352 4.4368
H -1.6798 -0.1548 3.0730
C 3.3754 1.5143 0.3071
N 3.5315 0.2477 0.9925
C 3.5848 0.2781 2.4503
C 3.2449 -0.9641 0.4380
O 3.0739 -1.9538 1.1184
N 3.1380 -1.0043 -0.9756
C 2.4364 -2.1912 -1.4462
C 4.3549 -0.7274 -1.7091
H 2.6559 2.1446 0.8381
H 2.9830 1.3593 -0.6891
H 4.3291 2.0529 0.2424
H 3.6056 1.3168 2.7784
H 4.4792 -0.2271 2.8191
H 2.7073 -0.2146 2.8792
H 1.5346 -2.3378 -0.8495
H 3.0510 -3.0965 -1.3666
H 2.1607 -2.0389 -2.4925
H 4.8559 0.1568 -1.3179
H 4.1143 -0.5499 -2.7608
H 5.0629 -1.5707 -1.6630
Se 0.8353 -1.9378 4.1915
C -0.2616 -0.8435 5.1427
N -0.9367 -0.1451 5.7829
```


This record from the OMol25 dataset describes a molecular structure, C24H26N4O6Ru in a non-equilibrium geometry. The level of theory is ωB97M-V/def2-TZVPD.

Its lowest unoccupied orbital energy (alpha / beta) is -11.4129 / -10.9840 eV. The multiplicity is 2. Its charge is +3. As for the expectation value of S²: 0.945. The calculation puts the relative energy (zero: lowest compared OMol25 entry of this formula, charge and spin) at 29.8 kcal/mol.

Structure (XYZ):
```
61
C24H26N4O6Ru | the OMol25 dataset | ωB97M-V/def2-TZVPD
Ru 0.3032 0.6861 -0.7924
O 4.0381 0.8909 -3.1562
C 2.9780 1.0797 -2.4333
O 2.5627 0.3033 -1.5807
C 2.2725 2.3626 -2.7118
C 2.7305 3.3153 -3.6110
C 1.9687 4.4599 -3.7955
C 0.8128 4.6323 -3.0425
C 0.4571 3.6445 -2.1362
N 1.1612 2.5203 -2.0039
C -0.7285 3.6700 -1.2164
O -1.3873 4.7577 -0.9761
O -1.0578 2.6263 -0.6671
H 4.5018 0.0569 -2.9700
H 3.6476 3.1426 -4.1569
H 2.2768 5.2099 -4.5118
H 0.2048 5.5170 -3.1803
H -1.1136 5.5602 -1.4424
O -4.2614 1.3787 4.2720
C -4.7414 1.3035 2.9623
C -3.6383 0.8667 2.0555
C -3.8298 0.7377 0.6796
C -2.7540 0.4017 -0.1146
N -1.5379 0.1851 0.3905
C -1.3404 0.2673 1.7164
C -2.3691 0.6081 2.5714
C 0.0266 -0.0091 2.1616
C 0.3505 -0.4097 3.4427
C 1.6831 -0.6486 3.7751
C 2.0499 -1.0882 5.1541
O 0.8932 -1.1923 5.9286
C 2.6531 -0.4789 2.7849
C 2.2581 -0.1011 1.5208
N 0.9750 0.1257 1.2205
H -4.9524 1.6626 4.8770
H -5.1224 2.2728 2.6086
H -5.5839 0.6039 2.8672
H -4.7933 0.9225 0.2243
H -2.8611 0.2991 -1.1873
H -2.1991 0.7198 3.6329
H -0.4141 -0.5593 4.1919
H 2.7695 -0.3703 5.5731
H 2.5886 -2.0443 5.0831
H 1.1020 -1.4537 6.8297
H 3.7020 -0.6490 2.9860
H 2.9766 0.0256 0.7219
C 1.2026 -4.0000 -3.2565
C 0.0428 -3.6654 -2.3045
C -1.3042 -4.1431 -2.8770
C 0.2844 -4.2682 -0.8989
C -0.0152 -2.2341 -2.0912
N -0.0618 -1.1009 -1.8939
H 1.2741 -5.0817 -3.3556
H 2.1530 -3.6320 -2.8694
H 1.0323 -3.5757 -4.2452
H -1.2775 -5.2275 -2.9717
H -1.4805 -3.7260 -3.8677
H -2.1341 -3.8725 -2.2250
H 0.4122 -5.3440 -1.0077
H -0.5674 -4.0874 -0.2433
H 1.1813 -3.8532 -0.4379
```


This record from the OMol25 dataset describes a molecular structure, C24H26N4SiSn in a non-equilibrium geometry. The level of theory is ωB97M-V/def2-TZVPD.

Its lowest unoccupied orbital energy is -0.5065 eV. The calculation puts the relative energy (zero: lowest compared OMol25 entry of this formula, charge and spin) at 0.0 kcal/mol.

Structure (XYZ):
```
56
C24H26N4SiSn | the OMol25 dataset | ωB97M-V/def2-TZVPD
C 0.6201 -1.5478 4.4994
C 0.0770 -2.6010 3.7271
C 0.6980 -2.6021 2.4526
H -0.6482 -3.3312 4.0948
C 1.6556 -1.4922 2.4301
C 1.6009 -0.8751 3.7407
H 2.3083 -0.1306 4.1047
H 0.3861 -1.3344 5.5434
H 0.5910 -3.3526 1.6659
H 2.4421 -1.3528 1.6862
Sn -0.2386 -0.3256 1.6173
C 0.0218 1.5515 -3.0117
H 1.1068 1.6793 -3.0404
H -0.3411 1.1830 -3.9746
H -0.4645 2.4887 -2.7254
Si -0.3024 0.2193 -1.3459
C -2.1402 -0.0326 -1.6833
C -2.7290 -1.2731 -1.3648
H -2.2096 -1.9705 -0.7007
C -3.9533 -1.6368 -1.9412
H -4.3826 -2.6128 -1.7187
C -4.6151 -0.7639 -2.8130
H -5.5203 -1.0801 -3.3366
C -4.1028 0.5272 -3.0115
H -4.6264 1.2338 -3.6565
C -2.9105 0.9191 -2.3846
H -2.5380 1.9388 -2.5057
C 0.5511 -1.2419 -2.2412
C -0.0820 -1.8606 -3.3373
H -1.1500 -1.7056 -3.5103
C 0.6497 -2.6346 -4.2538
H 0.1398 -3.0787 -5.1106
C 2.0219 -2.8374 -4.0715
H 2.6000 -3.3977 -4.8117
C 2.6450 -2.2967 -2.9385
H 3.7106 -2.4718 -2.7779
C 1.9145 -1.5340 -2.0124
H 2.4089 -1.1282 -1.1246
H -0.1954 2.6902 -5.9063
H 0.2267 3.0938 -5.4386
N 0.1263 2.7122 4.6936
C -0.8688 2.0951 5.4462
C -1.3562 1.0744 4.6800
N -0.6798 1.0548 3.4673
C 0.2176 2.0587 3.5012
C 1.2508 2.2172 2.5014
N 1.4011 1.3750 1.4673
C 2.5516 1.7575 0.7925
C 3.1147 2.8154 1.4394
N 2.2952 3.0927 2.5297
H 0.6812 3.5162 4.9628
H -1.1239 2.4085 6.4382
H -2.1126 0.3466 4.9166
H 2.8589 1.2498 -0.1104
H 4.0126 3.3735 1.2462
H 2.4058 3.8302 3.2153
```


This record from the OMol25 dataset describes a molecular structure, C24H26N7W. The level of theory is ωB97M-V/def2-TZVPD.

Its lowest unoccupied orbital energy is -11.5429 eV. Its charge is +3. The calculation puts the relative energy (zero: lowest compared OMol25 entry of this formula, charge and spin) at 1.6 kcal/mol.

Structure (XYZ):
```
58
C24H26N7W | the OMol25 dataset | ωB97M-V/def2-TZVPD
W -0.6859 -0.2216 -0.2168
C -0.3612 1.7827 3.3266
C -1.5886 1.5547 2.4288
C -1.5666 2.2887 1.0892
N -0.6797 1.7151 0.0274
C -0.0726 2.5364 -0.9244
C 0.2253 3.8643 -0.6726
C 0.7777 4.8410 -1.5035
C 1.1745 4.7281 -2.8167
C 1.1436 3.5798 -3.6200
C 0.7061 2.3108 -3.3204
C 0.1381 1.8053 -2.1341
N -0.2883 0.5116 -2.0557
C -0.3314 -0.3132 -3.2824
C -1.0468 -1.6269 -3.0454
C -0.2441 -2.5719 -2.1740
N 0.0899 -1.9460 -0.8837
C 0.8973 -2.6081 0.0150
C 1.2862 -3.9315 -0.2284
C 2.0851 -4.7819 0.5119
C 2.7056 -4.5692 1.7410
C 2.6527 -3.4232 2.5069
C 2.0143 -2.2132 2.2360
C 1.2611 -1.8134 1.1437
N 0.7763 -0.4938 1.0544
C 1.4147 0.5437 1.9158
C 0.7389 0.7248 3.2758
H -0.7048 1.8432 4.3591
H 0.0726 2.7639 3.1080
H -2.4691 1.9544 2.9367
H -1.8052 0.4855 2.3309
H -1.2401 3.3051 1.2941
H -2.5669 2.3605 0.6559
H 0.0149 4.2148 0.3286
H 0.9065 5.8147 -1.0461
H 1.5705 5.6238 -3.2805
H 1.5288 3.7038 -4.6256
H 0.8166 1.6008 -4.1274
H 0.6882 -0.5013 -3.6318
H -0.8621 0.2568 -4.0464
H -1.2145 -2.1108 -4.0072
H -2.0409 -1.4452 -2.6231
H 0.6811 -2.8530 -2.6843
H -0.8250 -3.4793 -1.9915
H 0.9131 -4.3659 -1.1446
H 2.2386 -5.7603 0.0712
H 3.2801 -5.3961 2.1406
H 3.1817 -3.4560 3.4521
H 2.1327 -1.4768 3.0186
H 1.4106 1.4773 1.3572
H 2.4631 0.2668 2.0196
H 1.5098 1.0099 3.9942
H 0.3401 -0.2341 3.6203
N -2.4324 -0.8056 0.1217
C -3.5571 -1.2009 0.4759
N -4.6101 -1.5727 0.8068
C -5.8016 -1.9716 1.1907
N -6.8415 -2.3248 1.5318
```


This record from the OMol25 dataset describes a molecular structure, C24H27Cl3N2O3SSn in a non-equilibrium geometry. The level of theory is ωB97M-V/def2-TZVPD.

Its lowest unoccupied orbital energy is -5.7046 eV. Its charge is +2. The calculation puts the relative energy (zero: lowest compared OMol25 entry of this formula, charge and spin) at 62.7 kcal/mol.

Structure (XYZ):
```
61
C24H27Cl3N2O3SSn | the OMol25 dataset | ωB97M-V/def2-TZVPD
Sn 1.9168 0.3837 -0.3319
Cl 0.3208 2.2201 3.2396
C -1.2407 2.8121 3.6579
Cl -2.6304 1.6362 3.5906
H -1.5380 3.6540 3.0307
H -1.3712 3.2409 4.6687
C -1.5221 2.0866 -2.8124
N -1.9416 2.7672 -1.5519
C -3.3214 2.5089 -1.1357
C -0.9475 2.6930 -0.3215
C 0.3938 3.1487 -0.8400
C 0.4909 4.5140 -1.2415
C 1.6954 5.1047 -1.6234
C 2.8353 4.3382 -1.7452
C 2.7673 2.9639 -1.4226
C 1.5993 2.3957 -0.9649
H -2.4384 2.1380 -3.4629
H -1.0686 1.1344 -2.6201
H -0.7671 2.7492 -3.2166
H -1.9728 3.8270 -1.8548
H -3.5606 1.4389 -1.3740
H -3.9029 3.2420 -1.7313
H -3.3998 2.7799 -0.0646
H -1.0055 1.6366 0.0271
H -1.4050 3.3009 0.4918
H -0.4262 5.0953 -1.3764
H 1.6053 6.2170 -1.8177
H 3.8278 4.7240 -2.1257
H 3.5892 2.2732 -1.5555
O 4.0710 -1.1149 1.5447
C 3.7423 -0.1201 0.9613
N 0.4912 -0.6465 0.7200
S 0.8506 -2.0121 1.6375
C -0.8610 -2.4011 1.9814
C -1.0780 -2.7765 3.2983
C -2.3543 -3.1806 3.6917
C -3.3679 -3.3707 2.7279
C -3.1257 -2.9024 1.4152
C -1.8866 -2.3770 1.0407
C 1.1973 -3.2452 0.4218
C 2.1013 -4.2275 0.8438
C 2.4017 -5.2613 -0.0005
C 2.0892 -5.1004 -1.3928
C 1.1376 -4.1885 -1.8130
C 0.7035 -3.2138 -0.8619
H -0.1659 -0.1101 1.2512
H -0.2548 -2.6406 3.9433
H -2.5189 -3.5230 4.7187
H -4.2065 -3.9914 2.8407
H -3.8620 -2.9393 0.6607
H -1.7772 -1.9614 0.0193
H 2.5298 -4.0054 1.8226
H 2.8579 -6.1774 0.3332
H 2.5468 -5.7897 -2.1561
H 0.8240 -4.0241 -2.8588
H -0.0406 -2.4471 -1.0466
O 0.4757 -0.6430 -2.6351
C 1.5994 -1.1603 -2.6525
O 2.5449 -1.0098 -1.7442
H 1.8357 -1.8330 -3.4813
Cl 4.9177 1.3701 1.2526
```